(1)
59
Properties=species:S:1:pos:R:3:forces:R:3 method="wB97M-V/def2-TZVPD" total_energy_ev=-45042.3144 spin_multiplicity=1
C 7.51622 -2.32931 0.62382 -0.7 0.4 -0.3
C 7.56740 -0.73025 0.14686 -1.3 -0.2 0.6
C 5.97652 -0.30680 -0.09120 -1.9 0.7 -1.3
C 5.32418 -0.72744 -1.54730 -2.9 2.5 4.0
C 3.72006 -0.33078 -1.76184 1.4 0.7 2.7
C 2.82185 0.47064 -0.60082 3.2 -1.0 0.2
C 3.54975 0.86066 0.83050 1.0 -1.1 -1.5
C 5.12820 0.48632 1.11224 -1.2 -1.1 -2.7
N 5.90739 0.78661 2.37363 -1.7 -0.5 -1.7
C 2.63760 1.60353 1.97404 0.4 1.1 3.8
O 3.04000 1.95073 3.20582 -1.8 -2.1 -7.2
C 1.03703 1.92869 1.62636 -3.2 0.7 -0.5
C 0.12718 2.68011 2.80455 -1.7 -0.7 -2.5
C -1.46990 3.02741 2.64353 2.7 -2.2 -4.0
C -2.20008 2.62154 1.19454 3.5 -0.4 0.9
C -3.80186 2.96954 1.08667 -0.1 -0.8 0.5
C -4.61570 2.34237 2.40641 0.0 -0.4 -0.2
C -4.09801 0.84751 2.83661 1.7 0.8 -0.2
I -5.59747 -0.31938 3.97093 0.7 0.7 -0.6
C -1.30537 1.91053 -0.02645 1.0 0.8 2.5
C -2.11857 1.60491 -1.41911 -0.8 0.7 0.5
C -2.98575 0.20365 -1.29475 0.3 0.0 -0.7
C -2.22535 -1.11997 -1.89247 0.1 -0.7 0.7
N -2.95736 -2.33757 -1.28973 1.2 0.7 0.6
C 0.30957 1.54956 0.19467 -1.2 1.2 2.3
C 1.22154 0.80969 -0.94961 -0.3 -1.5 -3.8
O 0.81013 0.42174 -2.16587 1.9 2.5 7.2
H 7.84305 -2.97853 -0.29401 -0.5 1.0 2.1
H 6.38423 -2.60836 0.87999 2.6 0.6 -0.6
H 8.15161 -2.49757 1.59481 -1.0 0.2 -2.1
H 8.17999 -0.57374 -0.84947 -1.4 -0.4 2.1
H 8.05185 -0.11141 1.02421 -1.2 -1.0 -2.0
H 5.97495 -1.28528 -2.36564 -1.7 1.4 1.9
H 3.18634 -0.64040 -2.77549 1.2 0.9 2.5
H 5.92840 -0.02598 3.03828 -0.3 1.2 -1.0
H 5.60992 1.67189 2.83904 -0.1 -1.4 -0.5
H 0.64939 2.97503 3.81344 -1.0 -0.8 -2.3
H -2.10772 3.55682 3.48208 1.6 -1.2 -1.8
H -3.95380 4.14610 1.11426 0.3 -2.6 -0.3
H -4.33919 2.46916 0.14679 1.6 1.3 1.9
H -4.42943 3.06960 3.30638 -0.7 -1.5 -1.6
H -5.76374 2.23399 2.12792 2.4 0.6 0.7
H -3.16075 0.96680 3.55480 -2.1 -0.4 -1.6
H -3.77286 0.16493 1.94078 -0.8 1.5 1.7
H -1.46599 1.67790 -2.39644 -1.1 -0.4 2.3
H -2.93366 2.47135 -1.51993 1.9 -1.8 0.3
H -4.01524 0.34246 -1.87872 2.2 -0.4 1.3
H -3.22133 0.01940 -0.16354 0.4 0.3 -2.1
H -2.31296 -1.21869 -3.06038 0.3 0.5 2.3
H -1.10438 -1.23376 -1.52888 -2.1 1.0 -1.1
H -2.79836 -2.20880 -0.24723 -0.3 -0.7 -1.7
H -2.45334 -3.21430 -1.58318 -0.6 1.2 0.5
C -5.28488 -3.43065 -3.52473 0.2 0.4 0.0
N -4.77798 -4.73967 -4.01799 0.3 -0.9 -0.4
O -3.55609 -4.92492 -3.97802 -1.7 0.0 -0.1
O -5.62118 -5.54418 -4.43136 1.4 1.0 0.6
H -4.43791 -2.82592 -3.19357 -0.2 -0.3 0.0
H -5.80489 -2.94532 -4.35308 -0.1 -0.2 0.1
H -5.96325 -3.63211 -2.69320 0.1 0.0 -0.2

---

(2)
10
Properties=species:S:1:pos:R:3:forces:R:3 method="wB97M-V/def2-TZVPD" total_energy_ev=-52183.8262 spin_multiplicity=1
C 1.95928 1.13689 0.39375 1.6 0.2 -2.8
P -1.64677 -2.13407 -0.43683 -0.7 -1.1 -2.4
P -0.66582 -0.18647 -0.57144 1.5 0.8 -1.4
S -3.12464 -1.05444 0.61557 -0.5 0.1 0.3
S -1.91721 0.65344 0.87552 -0.7 -0.1 0.7
S 1.27287 -0.52047 0.30653 -0.8 -0.8 0.5
H 2.95396 1.03360 0.88221 -0.9 0.2 -0.1
H 1.33757 1.88962 0.80965 -0.5 0.4 0.9
H 2.17630 1.49991 -0.67459 -0.2 -0.5 1.4
H -2.34554 -2.31800 -2.20038 1.2 0.7 2.9